Entry 1:
89
Properties=species:S:1:pos:R:3:mulliken_spin:R:1 method="wB97M-V/def2-TZVPD" spin_multiplicity=3 homo_lumo_gap_ev="6.96 / 7.65" largest_force_ev_per_a=2.264 de_lowest_kcal_mol=0.0
V 3.60428 5.79589 -6.48237 2.04
N 5.03725 7.34919 -4.83990 0.00
O 5.23218 7.24572 -6.08701 -0.01
O 5.64884 8.07213 -4.12436 0.01
O 4.17574 6.48743 -4.47315 0.01
N 1.00080 5.26368 -6.31860 -0.01
O -0.13682 4.98157 -6.18662 0.02
O 1.71751 5.93217 -5.49035 -0.03
O 1.75966 4.88064 -7.26755 -0.02
C 2.56579 7.04339 -10.28193 0.00
F 3.19902 7.01461 -11.45796 0.00
F 1.81893 8.14793 -10.17531 0.00
F 1.79981 5.96012 -10.14075 0.00
S 3.81433 7.10453 -8.91986 -0.01
O 4.85599 7.98019 -9.31927 0.00
O 3.03390 7.46438 -7.72215 0.01
O 4.22091 5.71903 -8.55513 0.01
N 7.70444 7.98318 -8.83094 0.00
C 8.06503 8.18764 -7.52649 0.00
C 9.35355 7.74190 -7.36778 0.00
C 9.80173 7.26991 -8.63548 0.00
C 8.75451 7.42606 -9.50703 0.00
H 6.80489 8.21559 -9.22729 0.00
H 7.36893 8.61263 -6.82304 0.00
H 9.82758 7.71596 -6.39886 0.00
H 10.69961 6.70528 -8.82487 0.00
H 8.64953 7.17368 -10.54910 0.00
N 4.39760 12.02375 -5.65357 0.00
C 5.09804 10.97827 -6.18951 0.00
C 4.69965 10.82714 -7.48931 0.00
C 3.71578 11.82490 -7.74408 0.00
C 3.55447 12.55243 -6.59379 0.00
H 4.52721 12.42630 -4.74346 0.00
H 5.88860 10.48801 -5.64950 0.00
H 5.17684 10.22995 -8.24795 0.00
H 3.11856 11.92249 -8.63632 0.00
H 2.97273 13.43691 -6.40193 0.00
N 2.73085 9.12192 0.67382 0.00
C 2.42091 8.53531 -0.53145 0.00
C 3.55058 8.54077 -1.29298 0.00
C 4.58037 9.15003 -0.51755 0.00
C 4.02647 9.54573 0.66886 0.00
H 2.09343 9.22804 1.44053 0.00
H 1.42956 8.12971 -0.64045 0.00
H 3.72310 8.12186 -2.26961 0.00
H 5.58213 9.29337 -0.88931 0.00
H 4.46987 10.05462 1.50696 0.00
N 7.85360 6.37262 -3.38663 0.00
C 8.63032 5.46048 -4.03371 0.00
C 8.26474 4.20883 -3.60970 0.00
C 7.15585 4.37483 -2.73517 0.00
C 6.94909 5.72005 -2.58316 0.00
H 7.90391 7.36671 -3.53951 0.00
H 9.40612 5.76014 -4.71818 0.00
H 8.73691 3.30006 -3.94495 0.00
H 6.51789 3.61918 -2.30462 0.00
H 6.22219 6.31908 -2.05964 0.00
N 9.53045 11.26501 -4.73027 0.00
C 10.05145 10.32657 -3.86893 0.00
C 9.01237 9.72984 -3.23461 0.00
C 7.81920 10.41019 -3.63193 0.00
C 8.17943 11.32524 -4.56488 0.00
H 10.06758 11.74682 -5.42673 0.00
H 11.12492 10.24328 -3.83919 0.00
H 9.11067 9.04261 -2.40780 0.00
H 6.82757 10.27935 -3.23261 0.00
H 7.60270 12.04573 -5.12092 0.00
C 2.81809 3.05513 -4.57814 0.03
C 4.27477 3.36092 -4.84916 0.05
N 4.57278 3.92064 -6.21040 -0.19
C 6.05771 4.14927 -6.15017 0.03
C 6.76914 4.45788 -7.46251 0.02
C 4.20335 2.94439 -7.26829 0.05
C 4.80119 1.54522 -7.11933 0.00
H 2.70962 2.41743 -3.69795 0.00
H 2.35956 2.46000 -5.37188 0.00
H 2.20969 3.93806 -4.38905 0.00
H 4.67881 4.04012 -4.09914 -0.01
H 4.85265 2.44142 -4.72137 0.00
H 6.60876 3.28254 -5.78473 0.01
H 6.25865 4.96735 -5.46098 0.00
H 6.47092 5.39436 -7.92627 0.00
H 6.57455 3.68150 -8.20442 0.00
H 7.83930 4.46062 -7.26522 0.00
H 3.12236 2.85290 -7.31742 -0.01
H 4.55932 3.35708 -8.20629 0.00
H 5.83770 1.54343 -6.79079 0.00
H 4.22632 0.94166 -6.40899 0.00
H 4.69617 0.99378 -8.05328 0.00

Entry 2:
73
Properties=species:S:1:pos:R:3:mulliken_charge:R:1 method="wB97M-V/def2-TZVPD" homo_lumo_gap_ev="5.15 / 5.62" charge=+2 largest_force_ev_per_a=5.030
Mo 0.40697 0.60221 -0.04068 -0.23
P -1.18324 1.42362 -1.81985 1.63
P 2.70060 0.20673 1.12124 1.46
N 1.00607 -0.60452 -1.29713 -0.11
H -0.28236 2.37608 0.39185 -0.34
C -0.63449 2.78511 -2.90393 -1.05
H -1.46678 3.20438 -3.48772 0.44
H 0.12737 2.40484 -3.59846 0.35
H -0.17679 3.58261 -2.31276 0.29
C -2.76988 1.95410 -1.07275 -1.18
H -3.46513 2.34141 -1.82928 0.51
H -2.58210 2.73363 -0.32455 0.32
H -3.24704 1.11329 -0.55524 0.26
C -1.70648 0.14847 -3.03465 -1.00
H -2.58077 0.48430 -3.61752 0.51
H -1.97151 -0.79189 -2.53037 0.05
H -0.88589 -0.06832 -3.73537 0.35
C 4.06116 1.27639 0.51872 -1.10
H 4.97459 1.17088 1.12722 0.43
H 3.72370 2.32177 0.54334 0.30
H 4.28057 0.99667 -0.52530 0.31
C 2.56485 0.25250 2.94843 -1.21
H 3.52562 0.05098 3.43857 0.52
H 1.82456 -0.49019 3.27852 0.24
H 2.20292 1.24649 3.23598 0.29
C 3.31450 -1.50223 0.77474 -1.13
H 4.18835 -1.75749 1.39279 0.51
H 3.59663 -1.57957 -0.28328 0.29
H 2.52019 -2.23541 0.96871 0.21
C 1.40276 -1.51912 -2.24471 -0.34
C 2.45728 -2.01280 -4.35979 -0.73
C 2.04121 -1.07709 -3.42476 -0.21
C 1.14875 -2.88643 -2.03962 0.45
C 1.53044 -3.81031 -2.99274 -0.87
C 2.17526 -3.37381 -4.15988 -0.40
H 2.98981 -1.67893 -5.24314 0.44
H 2.16991 -0.00095 -3.55132 0.45
H 0.59614 -3.13868 -1.12715 0.26
H 1.32309 -4.86411 -2.82212 0.46
H 2.45073 -4.10630 -4.92070 0.42
C 0.34489 3.34953 1.03876 1.65
O 1.44170 2.82585 1.56217 -0.67
C 0.61299 4.46203 -0.01920 -1.66
H 0.40099 5.44663 0.44267 0.39
H -0.06433 4.36886 -0.88320 0.34
H 1.64007 4.46562 -0.40867 0.36
C -0.50498 3.96871 2.19796 -0.86
H 0.13247 4.38547 2.98802 0.39
H -1.09073 3.21258 2.69287 -0.25
H -1.25962 4.69448 1.82504 0.47
C -1.03077 -4.89766 0.58251 -0.67
C -1.82884 -4.16939 -0.30755 -1.13
C -1.83650 -2.76499 -0.27780 0.34
C -1.00712 -2.10501 0.65708 -0.58
C -0.20375 -2.83256 1.54272 -0.01
C -0.20621 -4.22849 1.49999 -0.85
N -0.94847 -0.66707 0.79723 0.64
C -1.84489 -0.13707 1.75348 0.06
C -3.17530 -0.59951 1.77902 -0.14
C -4.08014 -0.04352 2.68254 -0.81
C -3.65529 0.93986 3.59470 -0.72
C -2.32045 1.37820 3.59148 -1.19
C -1.40843 0.85905 2.65075 -0.25
H -1.05834 -5.99210 0.59200 0.44
H -2.45459 -4.71051 -1.02759 0.43
H -2.47549 -2.19758 -0.95166 0.48
H 0.38408 -2.26666 2.26858 0.55
H 0.43274 -4.77618 2.19374 0.47
H -3.44023 -1.39226 1.09774 0.51
H -5.10511 -0.41370 2.65935 0.45
H -4.36874 1.34566 4.31090 0.43
H -2.01551 2.12431 4.33141 0.55
H -0.35766 1.18913 2.65761 0.96

Entry 3:
74
Properties=species:S:1:pos:R:3:mulliken_spin:R:1 method="wB97M-V/def2-TZVPD" spin_multiplicity=4 homo_lumo_gap_ev="7.37 / 7.74" charge=+2 largest_force_ev_per_a=2.244
Nd 1.47359 -0.29483 -0.48228 3.03
C 3.82834 0.26923 2.27306 0.00
C 4.77844 -0.13271 1.10603 0.00
N 4.09863 -0.17958 -0.22880 0.00
C 4.61525 0.85083 -1.17816 0.00
C 3.82617 2.14522 -1.05700 0.00
N 2.41682 1.93533 -1.51500 0.00
C 1.64777 3.19828 -1.43566 0.00
C 1.06196 3.51243 -0.05437 0.01
C -0.31535 2.93874 0.23059 0.00
N -0.35031 1.43021 0.31304 -0.01
C -0.62167 0.95010 1.68559 0.00
C 0.65562 0.63438 2.51604 0.00
N 1.45918 -0.47911 1.92342 0.00
C 2.76235 -0.78694 2.58954 0.00
H 3.39748 1.29211 2.05159 0.00
H 4.49413 0.36878 3.13218 0.00
H 5.16716 -1.12450 1.35666 0.00
H 5.63615 0.55608 1.10612 0.00
H 4.41051 -1.06517 -0.62751 0.00
H 4.52176 0.44256 -2.19996 0.00
H 5.68422 1.03505 -0.98814 0.00
H 4.30593 2.93515 -1.65732 0.00
H 3.82700 2.47948 -0.00494 0.00
H 2.48704 1.71105 -2.52954 0.00
H 0.82993 3.11473 -2.16085 0.00
H 2.31579 4.04299 -1.70206 0.00
H 0.92330 4.60153 -0.00481 0.00
H 1.78488 3.26368 0.74220 0.00
H -0.96693 3.20949 -0.61235 0.00
H -0.70586 3.37226 1.17339 0.00
H -1.17898 1.15555 -0.21536 0.00
H -1.26188 0.04083 1.61915 0.00
H -1.17640 1.73183 2.26671 0.00
H 0.34427 0.37883 3.55041 0.00
H 1.29385 1.53077 2.61881 0.00
H 0.88108 -1.31398 2.06635 0.00
H 3.06113 -1.78106 2.23681 0.00
H 2.56932 -0.87455 3.67441 0.00
C -4.17152 2.36830 -0.56791 0.00
C -5.06206 1.08741 -0.63918 0.00
C -5.89715 1.04018 0.63820 0.00
C -6.04276 1.15500 -1.82311 0.00
C -4.22843 -0.20236 -0.67737 0.00
C -4.88214 -1.39008 -0.36462 0.00
C -4.21241 -2.59784 -0.23556 0.00
C -2.85248 -2.63257 -0.47245 0.00
S -1.84096 -4.04928 -0.33979 0.00
C -0.46370 -3.02867 -0.68777 0.00
N -0.74907 -1.69669 -0.89268 0.00
C -2.15616 -1.48076 -0.83840 0.00
C -2.88462 -0.26639 -1.04342 0.00
C 0.86541 -3.63960 -0.74421 0.01
C 0.98349 -5.03227 -0.69303 0.00
C 2.23279 -5.61840 -0.64449 0.00
C 3.37260 -4.82700 -0.67131 0.00
C 3.26823 -3.44171 -0.73665 0.00
C 2.00893 -2.83670 -0.67779 -0.03
H -4.80807 3.24616 -0.40815 0.00
H -3.57252 2.50119 -1.49564 0.00
H -3.47636 2.34410 0.30417 0.00
H -6.48786 1.97924 0.75572 0.00
H -5.25515 0.96731 1.54231 0.00
H -6.60067 0.21421 0.69520 0.00
H -6.66744 2.08848 -1.76287 0.00
H -6.74018 0.28948 -1.81834 0.00
H -5.52078 1.18518 -2.80084 0.00
H -5.95365 -1.40084 -0.20989 0.00
H -4.74583 -3.48483 0.08510 0.00
H -2.35672 0.55464 -1.54646 0.00
H 0.07964 -5.65846 -0.79335 0.00
H 2.30257 -6.69700 -0.54117 0.00
H 4.35323 -5.28406 -0.69457 0.00
H 4.18012 -2.85040 -0.77773 0.00